Formula: H27O13
Source: the Open Molecules 2025 dataset
Level of theory: ωB97M-V/def2-TZVPD

Structure (XYZ):
```
40
Properties=species:S:1:pos:R:3
O -0.497 1.876 -3.112
H 1.273 -3.483 1.512
H 0.035 -3.432 -1.538
O 1.915 1.302 -2.597
H 2.337 -2.525 1.080
H -1.231 -1.483 1.075
O 2.560 0.402 -0.007
H 1.946 1.293 -3.472
O -1.663 -2.343 1.074
H -0.638 -1.907 -2.069
H -2.563 -2.369 1.427
O -0.781 -2.931 -1.550
H -0.229 1.897 -2.129
H 0.742 -0.560 0.719
O -0.247 -0.342 0.818
H 1.554 0.523 -2.325
H -0.106 0.402 1.484
O -2.406 0.233 -1.904
H -0.035 -0.057 -3.105
H -2.361 1.155 -2.325
O 0.159 -1.258 3.194
H 0.994 -1.525 3.451
H -0.983 -2.473 -0.492
O -0.588 1.789 2.572
H 1.267 0.887 3.438
H -1.349 1.361 2.624
O -2.185 3.660 -1.019
H -2.249 2.799 -1.320
H -1.980 3.427 -0.108
O 1.523 -2.826 0.924
H -0.372 -1.645 3.953
H 0.064 2.207 -3.764
O 1.894 1.687 3.427
H 0.025 2.026 3.165
H -2.464 0.444 -1.030
O -0.475 -0.803 -2.756
H 3.151 0.954 -0.678
H -1.396 -0.606 -2.708
H 2.742 1.391 3.321
H 2.617 0.852 0.750
```

Properties
net charge	+1
energy relative to the best compared isomer or geometry (same formula, charge and spin)	123.80	kcal per mole
LUMO level	-2.91	eV
calculated total energy	-993.9113	a.u.
HOMO energy	-14.35	eV

=====

Formula: C22H18BCl28O3P
Source: the Open Molecules 2025 dataset
Level of theory: ωB97M-V/def2-TZVPD

Structure (XYZ):
```
73
Properties=species:S:1:pos:R:3
C 1.199 -3.101 0.401
B 1.522 -1.513 0.750
O 2.537 -1.263 1.822
P 0.690 -0.016 -0.189
C -1.208 -0.402 0.011
O -2.027 0.128 -1.089
C -2.933 -0.975 -1.542
C -2.895 -1.417 -3.122
C -3.842 -2.661 -3.667
C -4.834 -3.454 -2.581
C -4.944 -3.018 -1.000
C -3.977 -1.769 -0.508
C 1.199 0.026 -2.027
O 2.599 0.415 -2.283
C 3.529 -0.713 -2.132
C 4.859 -0.466 -1.160
C 5.949 -1.659 -0.864
C 5.748 -3.167 -1.549
C 4.440 -3.429 -2.512
C 3.363 -2.212 -2.782
H 0.077 -3.320 0.146
H 1.465 -3.775 1.347
H 1.828 -3.514 -0.521
H 1.985 -1.087 2.639
H -1.647 0.011 1.025
H -1.256 -1.594 0.077
H -2.198 -0.856 -3.879
H -3.853 -3.023 -4.803
H -5.494 -4.361 -2.935
H -5.613 -3.529 -0.186
H -3.946 -1.386 0.622
H 0.534 0.877 -2.536
H 0.873 -0.976 -2.553
H 5.006 0.599 -0.643
H 6.881 -1.479 -0.143
H 6.541 -4.012 -1.339
H 4.281 -4.508 -2.972
H 2.412 -2.409 -3.460
Cl -5.072 1.366 -1.210
C -4.613 2.975 -1.823
Cl -5.691 3.429 -3.166
Cl -4.759 4.174 -0.512
Cl -2.928 2.932 -2.402
Cl 5.036 0.683 5.617
C 4.009 1.348 4.322
Cl 2.413 0.556 4.363
Cl 3.808 3.102 4.565
Cl 4.779 1.052 2.743
Cl -8.368 0.275 0.873
C -7.391 -0.908 1.778
Cl -5.893 -1.254 0.879
Cl -6.982 -0.240 3.379
Cl -8.321 -2.414 1.983
Cl -6.049 2.304 -6.238
C -4.668 1.350 -6.837
Cl -4.904 0.984 -8.564
Cl -3.166 2.285 -6.627
Cl -4.554 -0.172 -5.917
Cl -9.438 5.361 -3.593
C -8.868 5.819 -5.218
Cl -7.838 4.523 -5.874
Cl -10.269 6.065 -6.291
Cl -7.928 7.330 -5.113
Cl 7.330 2.145 8.636
C 7.231 3.585 7.591
Cl 5.792 3.463 6.547
Cl 7.108 5.046 8.603
Cl 8.693 3.686 6.577
Cl 11.532 -1.396 8.357
C 10.531 -0.368 9.413
Cl 10.073 1.115 8.537
Cl 9.061 -1.256 9.886
Cl 11.458 0.066 10.871
```

Properties
net charge	0
LUMO level	-0.54	eV
SMILES	CB(O)P(COc1ccccc1)COc1ccccc1.ClC(Cl)(Cl)Cl.ClC(Cl)(Cl)Cl.ClC(Cl)(Cl)Cl.ClC(Cl)(Cl)Cl.ClC(Cl)(Cl)Cl.ClC(Cl)(Cl)Cl.ClC(Cl)(Cl)Cl
calculated total energy	-14325.5867	a.u.
HOMO energy	-7.99	eV

=====

Formula: C31H40CdClN9O2S2
Source: the Open Molecules 2025 dataset
Level of theory: ωB97M-V/def2-TZVPD

Structure (XYZ):
```
86
Properties=species:S:1:pos:R:3
Cd -0.313 -0.498 0.697
C -0.468 -3.418 -3.235
C -0.139 -2.656 -1.981
N -0.891 -1.770 -1.452
N -2.012 -1.359 -2.085
C -2.940 -0.566 -1.479
N -3.748 0.087 -2.351
S -3.185 -0.494 0.160
C 1.132 -2.909 -1.279
C 1.843 -4.047 -1.278
C 3.135 -4.078 -0.599
C 3.465 -3.144 0.301
C 2.419 -2.134 0.668
N 1.641 -1.820 -0.546
H -0.943 -2.785 -3.985
H -1.163 -4.228 -3.001
H 0.431 -3.843 -3.673
H -2.074 -1.466 -3.087
H -3.364 0.364 -3.242
H -4.329 0.780 -1.910
H 1.481 -4.939 -1.772
H 3.827 -4.876 -0.840
H 4.420 -3.141 0.812
H 1.757 -2.548 1.434
C -1.535 -0.085 5.734
C -0.167 -0.183 6.415
C -0.114 -1.519 7.174
C -0.037 0.987 7.400
C 0.984 -0.160 5.408
C 2.308 -0.196 5.865
C 3.367 -0.352 4.965
C 3.107 -0.400 3.611
S 4.245 -0.621 2.274
C 2.804 -0.683 1.096
N 1.674 -0.093 1.767
C 1.792 -0.220 3.108
C 0.741 -0.159 4.041
C 3.047 -0.038 -0.249
C 3.835 1.021 -0.633
C 3.854 1.390 -1.980
C 3.107 0.678 -2.906
C 2.324 -0.409 -2.527
C 2.296 -0.748 -1.188
H -2.318 -0.087 6.495
H -1.709 -0.933 5.069
H -1.635 0.839 5.155
H -0.971 -1.614 7.845
H 0.799 -1.606 7.764
H -0.140 -2.344 6.460
H -0.829 0.938 8.151
H -0.130 1.940 6.872
H 0.922 0.975 7.919
H 2.524 -0.188 6.927
H 4.382 -0.445 5.335
H -0.264 -0.218 3.652
H 4.459 1.529 0.094
H 4.466 2.219 -2.312
H 3.159 0.954 -3.952
H 1.770 -0.978 -3.264
N -1.152 1.537 1.773
C -0.718 2.622 0.872
C -1.302 3.987 1.239
C -0.873 4.515 2.610
C 0.463 5.259 2.564
N 1.566 4.534 1.941
C 2.335 3.605 2.495
N 2.209 3.288 3.779
N 3.291 3.036 1.760
C -1.113 2.193 -0.579
O -1.838 2.942 -1.233
O -0.601 1.090 -0.940
H -2.167 1.482 1.752
H -0.860 1.688 2.732
H 0.375 2.627 0.867
H -2.387 3.875 1.196
H -1.042 4.722 0.473
H -0.846 3.695 3.335
H -1.603 5.237 2.982
H 0.758 5.588 3.563
H 0.339 6.157 1.958
H 1.660 4.651 0.946
H 1.446 3.661 4.316
H 2.657 2.459 4.149
H 3.235 3.085 0.756
H 3.729 2.197 2.112
Cl -0.765 -2.553 1.889
```

Properties
net charge	0
LUMO level	0.02	eV
calculated total energy	-3272.9842	a.u.
HOMO energy	-6.45	eV

=====

Formula: C45H45ClNP2Sc
Source: the Open Molecules 2025 dataset
Level of theory: ωB97M-V/def2-TZVPD

Structure (XYZ):
```
95
Properties=species:S:1:pos:R:3
Sc 1.176 0.124 -0.727
Cl -0.009 -0.060 -2.759
P -0.063 2.396 -0.104
P -0.008 -2.319 -0.137
C -0.029 3.342 1.459
C -1.552 3.118 -0.878
C 1.349 3.135 -1.075
C 1.446 -3.388 -0.480
C -0.551 -3.012 1.455
C -1.241 -2.967 -1.322
C 1.168 3.839 2.003
C 1.153 4.466 3.247
C -0.034 4.599 3.963
C -1.225 4.093 3.434
C -1.229 3.475 2.186
H 2.105 3.741 1.450
H 2.087 4.856 3.651
H -0.035 5.083 4.937
H -2.160 4.184 3.984
H -2.172 3.113 1.762
C 2.667 2.717 -0.767
C 3.724 3.131 -1.578
C 3.496 3.988 -2.647
C 2.198 4.413 -2.944
C 1.122 3.971 -2.175
H 2.873 2.103 0.123
H 4.731 2.771 -1.356
H 4.325 4.332 -3.260
H 2.016 5.090 -3.769
H 0.100 4.275 -2.417
C -1.953 4.443 -0.639
C -3.099 4.950 -1.256
C -3.836 4.152 -2.130
C -3.436 2.836 -2.377
C -2.307 2.314 -1.753
H -1.385 5.074 0.045
H -3.400 5.973 -1.043
H -4.719 4.557 -2.618
H -4.003 2.211 -3.063
H -1.984 1.292 -1.955
C -1.846 -3.505 1.667
C -2.174 -4.111 2.880
C -1.221 -4.245 3.888
C 0.059 -3.717 3.704
C 0.390 -3.079 2.507
H -2.593 -3.424 0.874
H -3.174 -4.523 3.015
H -1.472 -4.752 4.820
H 0.808 -3.797 4.493
H 1.404 -2.687 2.357
C 2.373 -2.933 -1.440
C 3.614 -3.560 -1.548
C 3.887 -4.730 -0.833
C 2.914 -5.260 0.020
C 1.699 -4.592 0.193
H 2.131 -2.092 -2.108
H 4.378 -3.128 -2.198
H 4.846 -5.236 -0.943
H 3.096 -6.186 0.564
H 0.957 -5.004 0.883
C -1.041 -4.132 -2.073
C -1.998 -4.541 -3.007
C -3.161 -3.791 -3.201
C -3.363 -2.621 -2.460
C -2.412 -2.209 -1.531
H -0.125 -4.711 -1.941
H -1.823 -5.447 -3.586
H -3.901 -4.110 -3.932
H -4.260 -2.020 -2.619
H -2.561 -1.284 -0.970
H 2.880 0.171 -1.534
H 2.376 0.082 -2.181
C -0.189 -0.850 5.349
N -0.795 -0.560 4.017
C -2.273 -0.400 4.139
C -0.144 0.629 3.307
C 1.228 0.294 2.791
C 2.305 0.239 3.691
C 3.573 -0.192 3.287
C 3.805 -0.488 1.955
C 2.754 -0.348 1.029
C 1.472 0.058 1.430
H -0.274 0.060 5.959
H 0.857 -1.141 5.219
H -0.747 -1.678 5.801
H -0.614 -1.368 3.391
H -2.468 0.434 4.822
H -2.695 -0.191 3.152
H -2.694 -1.331 4.529
H -0.827 0.912 2.500
H -0.130 1.447 4.037
H 2.133 0.531 4.731
H 4.375 -0.286 4.026
H 4.772 -0.829 1.581
H 3.042 -0.647 0.001
```

Properties
net charge	+2
energy relative to the best compared isomer or geometry (same formula, charge and spin)	0.36	kcal per mole
LUMO level	-5.43	eV
calculated total energy	-3699.6851	a.u.
HOMO energy	-13.46	eV

=====

Formula: C21H39N2O2P3Re
Source: the Open Molecules 2025 dataset
Level of theory: ωB97M-V/def2-TZVPD

Structure (XYZ):
```
68
Properties=species:S:1:pos:R:3
P 4.531 -1.550 -0.176
C 4.302 -1.121 1.601
H 5.027 -0.397 1.995
H 4.364 -2.070 2.149
H 3.286 -0.725 1.730
C 6.136 -2.469 -0.158
H 6.239 -2.842 -1.175
H 6.034 -3.335 0.498
H 7.016 -1.887 0.109
C 4.875 0.118 -0.897
H 5.714 0.683 -0.438
H 3.945 0.728 -0.841
H 5.106 -0.067 -1.956
P -1.436 4.713 -0.122
C -1.623 5.621 1.412
H -1.867 6.625 1.052
H -0.662 5.597 1.941
H -2.429 5.183 2.015
C -0.329 5.707 -1.146
H -0.352 5.355 -2.184
H 0.698 5.697 -0.755
H -0.817 6.681 -1.040
C -2.983 4.857 -1.051
H -3.262 5.895 -0.854
H -3.725 4.157 -0.661
H -2.811 4.678 -2.120
P -2.716 -3.850 -0.073
C -2.733 -2.923 1.552
H -3.718 -2.718 2.016
H -2.254 -1.937 1.399
H -2.108 -3.507 2.241
C -4.162 -2.967 -0.835
H -5.144 -3.303 -0.448
H -4.082 -3.144 -1.919
H -4.020 -1.886 -0.652
C -3.361 -5.543 0.323
H -4.435 -5.678 0.560
H -2.738 -5.984 1.129
H -3.159 -6.190 -0.553
Re -0.019 0.165 -1.486
C 1.038 1.553 -0.495
O 1.512 2.300 0.257
C -1.512 0.655 -0.146
O -2.232 1.065 0.668
C -1.378 -0.036 -3.061
C -0.776 -1.283 -2.836
C 0.612 -1.398 -2.749
C 1.427 -0.270 -2.949
C 0.841 1.006 -3.171
C -0.580 1.132 -3.168
H -2.457 0.062 -3.042
H -1.368 -2.169 -2.690
H 1.088 -2.346 -2.538
H 2.516 -0.374 -2.897
H 1.488 1.894 -3.257
H -1.029 2.123 -3.303
C -0.447 0.687 3.752
C -0.087 -0.392 2.823
N -0.141 -0.420 1.483
C 0.198 -1.698 1.103
C 0.571 -2.424 2.207
N 0.379 -1.586 3.278
H -1.449 0.525 4.174
H 0.274 0.712 4.579
H -0.429 1.633 3.208
H 0.143 -2.062 0.087
H 0.938 -3.434 2.240
H 0.533 -1.825 4.261
```

Properties
2S+1	4
<S²>	3.7548
net charge	+4
energy relative to the best compared isomer or geometry (same formula, charge and spin)	0.00	kcal per mole
LUMO level (alpha / beta)	-11.76 / -13.98	eV
calculated total energy	-2184.2994	a.u.
HOMO energy (alpha / beta)	-19.21 / -19.20	eV

=====

Formula: C19H34FeN2O7S2Si
Source: the Open Molecules 2025 dataset
Level of theory: ωB97M-V/def2-TZVPD

Structure (XYZ):
```
66
Properties=species:S:1:pos:R:3
Fe -1.571 -0.053 -1.023
O -3.554 -0.455 -2.073
S -2.622 -0.894 -3.162
O -3.234 -1.609 -4.244
O -1.597 -1.697 -2.377
S -1.583 0.763 -3.619
N -3.151 0.796 0.250
H -3.275 1.675 -0.254
H -2.958 1.051 1.211
H -4.013 0.271 0.167
O -1.841 3.355 -0.373
C -0.818 2.812 -0.773
O -0.546 1.558 -0.662
C 0.255 3.614 -1.462
C 1.136 2.991 -2.339
C 2.112 3.729 -2.997
C 2.233 5.089 -2.767
C 1.346 5.681 -1.881
C 0.349 4.979 -1.229
N 1.474 7.126 -1.626
O 2.339 7.737 -2.233
O 0.724 7.632 -0.813
H 1.038 1.926 -2.505
H 2.781 3.237 -3.689
H 2.986 5.687 -3.254
H -0.345 5.469 -0.564
C 1.775 0.629 1.469
C 0.623 -0.227 2.018
C -0.433 0.763 2.535
C 1.164 -0.998 3.233
Si -0.118 -1.412 0.647
C 1.307 -2.206 -0.414
C 0.819 -3.406 -1.239
C 1.791 -1.158 -1.431
C 2.506 -2.682 0.418
C -1.255 -2.775 1.450
C -0.482 -3.928 2.103
C -2.178 -2.173 2.518
C -2.182 -3.360 0.373
H 2.090 1.335 2.247
H 1.473 1.206 0.595
H 2.649 0.035 1.201
H 0.038 1.439 3.258
H -1.260 0.270 3.045
H -0.826 1.380 1.727
H 1.603 -0.288 3.944
H 1.944 -1.712 2.962
H 0.382 -1.542 3.764
H -0.018 -3.145 -1.885
H 0.535 -4.256 -0.617
H 1.645 -3.740 -1.879
H 0.986 -0.870 -2.113
H 2.590 -1.594 -2.044
H 2.185 -0.256 -0.964
H 2.221 -3.439 1.152
H 3.005 -1.871 0.948
H 3.248 -3.138 -0.248
H 0.190 -3.588 2.893
H 0.111 -4.489 1.381
H -1.191 -4.632 2.556
H -1.644 -1.839 3.407
H -2.899 -2.935 2.836
H -2.751 -1.328 2.129
H -1.650 -3.803 -0.466
H -2.846 -2.601 -0.048
H -2.810 -4.136 0.827
```

Properties
2S+1	6
<S²>	8.7603
net charge	-1
energy relative to the best compared isomer or geometry (same formula, charge and spin)	10.61	kcal per mole
LUMO level (alpha / beta)	1.64 / 1.64	eV
calculated total energy	-3730.2316	a.u.
HOMO energy (alpha / beta)	-4.76 / -5.31	eV

=====

Formula: C2H5NO2
Source: the Open Molecules 2025 dataset
Level of theory: ωB97M-V/def2-TZVPD

Structure (XYZ):
```
10
Properties=species:S:1:pos:R:3
N 2.050 -0.048 0.005
C 0.902 0.037 -0.657
O -0.027 -0.595 0.100
C -1.343 -0.218 -0.267
O -1.609 1.083 0.137
H 2.141 -0.494 0.915
H 2.865 0.390 -0.388
H -1.449 -0.236 -1.352
H -2.003 -0.951 0.216
H -1.471 1.128 1.092
```

Properties
net charge	0
energy relative to the best compared isomer or geometry (same formula, charge and spin)	53.34	kcal per mole
LUMO level	0.94	eV
calculated total energy	-284.3824	a.u.
HOMO energy	-8.85	eV

=====

Formula: C3H4ErO2
Source: the Open Molecules 2025 dataset
Level of theory: ωB97M-V/def2-TZVPD

Structure (XYZ):
```
10
Properties=species:S:1:pos:R:3
C -1.329 -0.569 -0.295
C -0.657 0.737 -0.252
H -0.761 1.369 0.639
H -0.790 1.179 -1.260
C 0.750 -0.006 -0.402
O 1.677 0.083 0.402
Er 4.137 -0.086 0.644
H 0.939 -0.393 -1.418
O -2.072 -0.730 0.762
H -1.894 -1.585 1.178
```

Properties
2S+1	4
<S²>	3.7561
net charge	+3
energy relative to the best compared isomer or geometry (same formula, charge and spin)	0.00	kcal per mole
LUMO level (alpha / beta)	-14.20 / -15.13	eV
calculated total energy	-1280.8301	a.u.
HOMO energy (alpha / beta)	-23.32 / -21.11	eV